76
Properties=species:S:1:pos:R:3 method="wB97M-V/def2-TZVPD" homo_ev="-7.571 / -7.573" spin_multiplicity=6 s_squared=8.76 total_charge=0 lumo_energy_ev="-1.028 / -1.034"
Sm 0.066 -0.411 0.935
Cl -5.865 -1.517 4.295
C -4.273 -0.952 3.906
C -3.168 -1.476 4.600
C -1.913 -1.023 4.313
C -1.659 -0.083 3.263
O -0.475 0.307 2.994
C -2.813 0.401 2.538
C -2.650 1.270 1.434
N -1.483 1.606 0.955
C -1.318 2.682 0.122
C -2.147 3.800 0.126
C -1.884 4.908 -0.680
C -0.785 4.942 -1.498
C 0.124 3.865 -1.496
C 1.310 3.883 -2.256
C 2.164 2.817 -2.182
C 1.825 1.733 -1.363
N 0.724 1.667 -0.641
C -0.130 2.720 -0.687
C -4.104 -0.025 2.916
H -3.326 -2.228 5.360
H -1.052 -1.406 4.841
H -3.564 1.664 0.978
H -3.002 3.826 0.786
H -2.555 5.754 -0.636
H -0.589 5.794 -2.131
H 1.527 4.744 -2.871
H 3.089 2.804 -2.737
H 2.509 0.898 -1.290
H -4.963 0.371 2.394
C -2.765 0.126 -3.588
C -2.843 -1.213 -3.973
C -1.956 -2.112 -3.440
C -0.971 -1.642 -2.550
N -0.896 -0.343 -2.159
C -1.786 0.491 -2.687
N -0.153 -2.488 -1.934
C 0.999 -2.227 -1.412
N 1.190 -2.367 -0.085
C 2.374 -1.794 0.229
N 2.683 -1.565 1.466
C 3.142 -0.406 1.963
C 4.165 -0.351 2.923
C 4.513 0.871 3.442
C 3.842 2.014 3.007
C 2.825 1.869 2.086
N 2.458 0.698 1.564
C 3.127 -1.477 -1.002
C 4.432 -1.094 -1.240
C 4.840 -0.997 -2.565
C 3.965 -1.266 -3.609
C 2.649 -1.645 -3.371
C 2.241 -1.752 -2.058
H -3.457 0.856 -3.971
H -3.592 -1.537 -4.681
H -1.970 -3.163 -3.679
H -1.704 1.524 -2.369
H 4.634 -1.273 3.226
H 5.300 0.946 4.178
H 4.093 2.988 3.394
H 2.267 2.728 1.732
H 5.112 -0.888 -0.426
H 5.857 -0.705 -2.785
H 4.316 -1.176 -4.627
H 1.978 -1.868 -4.187
N -3.316 -3.071 -0.372
C -2.278 -2.588 0.356
O -1.982 -1.360 0.296
C -1.588 -3.485 1.223
C -1.793 -4.864 1.195
N -1.972 -6.000 1.127
C -0.597 -2.905 1.988
N 0.196 -2.292 2.581
H -3.474 -4.064 -0.423
H -3.727 -2.468 -1.065

84
Properties=species:S:1:pos:R:3 method="wB97M-V/def2-TZVPD" homo_ev="-5.608 / -5.608" spin_multiplicity=1 total_charge=-1 lumo_energy_ev="0.444 / 0.427"
Ce -0.679 2.777 20.380
C -4.553 3.023 21.268
C -3.778 3.148 22.543
C -4.394 3.317 23.821
C -3.672 3.415 24.952
C -2.276 3.411 24.890
C -1.433 3.539 26.048
Br -2.092 4.247 27.708
C -0.073 3.305 25.938
C 0.479 3.188 24.645
Br 2.373 3.180 24.460
C -0.238 3.173 23.497
O 0.375 3.084 22.328
C -1.647 3.212 23.628
N -2.454 3.070 22.488
H -5.567 3.482 21.389
H -4.535 2.017 20.886
H -4.029 3.660 20.570
H -5.528 3.409 23.817
H -4.249 3.618 25.860
H 0.492 3.422 26.853
N -5.932 9.709 21.367
C -4.775 9.008 21.504
C -3.607 9.398 20.807
C -2.506 8.581 20.869
C -2.516 7.378 21.584
C -3.658 6.970 22.248
C -4.717 7.864 22.255
S -0.950 6.446 21.625
O -0.804 5.868 22.952
O 0.053 7.398 21.204
N -1.053 5.230 20.539
C -0.897 5.594 19.211
N -0.464 4.500 18.516
C -0.289 4.622 17.244
C -0.453 5.870 16.564
C -0.899 6.898 17.347
N -1.227 6.800 18.643
H -5.897 10.409 20.616
H -6.780 9.151 21.306
H -3.647 10.309 20.187
H -1.540 8.818 20.461
H -3.606 6.082 22.899
H -5.601 7.599 22.840
H 0.113 3.742 16.761
H -0.199 5.915 15.505
H -1.182 7.855 16.963
S -2.649 2.422 18.249
C -3.171 0.951 18.939
S -2.403 0.436 20.390
C -4.277 0.236 18.495
C -4.814 -0.898 19.135
N -5.195 -1.904 19.513
C -5.052 0.719 17.308
N -5.741 1.152 16.498
Cl 2.219 5.082 20.219
C 3.470 5.064 21.334
C 3.643 6.228 22.065
C 4.612 6.258 23.045
C 5.489 5.170 23.231
C 5.314 4.034 22.436
Cl 6.486 2.786 22.525
C 4.244 3.931 21.453
N 4.021 2.734 20.691
C 4.435 2.591 19.376
C 5.514 3.337 18.940
C 5.885 3.265 17.563
C 5.216 2.508 16.610
C 4.275 1.649 17.153
C 3.875 1.653 18.473
C 2.860 0.685 18.970
C 1.531 1.344 19.348
O 1.060 1.017 20.453
O 0.938 2.108 18.545
H 2.933 7.074 21.964
H 4.813 7.176 23.585
H 6.370 5.237 23.817
H 3.260 2.136 20.964
H 6.005 4.036 19.618
H 6.707 3.910 17.342
H 5.497 2.530 15.563
H 3.827 0.902 16.509
H 3.227 0.151 19.870
H 2.593 -0.017 18.239

70
Properties=species:S:1:pos:R:3 method="wB97M-V/def2-TZVPD" homo_ev="-10.332 / -10.335" spin_multiplicity=5 s_squared=6.01 total_charge=+1 lumo_energy_ev="-3.642 / -3.636"
Pm 1.881 -0.483 0.563
Br 4.429 3.918 -4.805
C 4.219 2.780 -3.319
C 4.889 1.557 -3.278
C 4.738 0.711 -2.199
C 3.888 1.051 -1.142
O 3.751 0.226 -0.105
C 3.192 2.288 -1.192
C 2.241 2.744 -0.187
N 1.630 1.982 0.647
C 0.646 2.441 1.554
C -0.087 3.589 1.397
C -1.120 3.917 2.300
C -1.427 3.084 3.336
C -0.698 1.886 3.523
C -0.977 0.976 4.570
C -0.247 -0.171 4.694
C 0.785 -0.402 3.764
N 1.080 0.413 2.778
C 0.347 1.561 2.637
C 3.400 3.152 -2.276
H 5.540 1.278 -4.096
H 5.276 -0.226 -2.152
H 2.053 3.821 -0.184
H 0.099 4.246 0.557
H -1.678 4.830 2.149
H -2.230 3.324 4.020
H -1.778 1.204 5.262
H -0.433 -0.887 5.479
H 1.391 -1.300 3.851
H 2.887 4.105 -2.306
C -5.308 0.704 0.871
C -4.803 0.723 -0.422
C -3.506 0.306 -0.669
C -2.699 -0.132 0.379
C -3.211 -0.142 1.675
C -4.512 0.268 1.920
P -1.021 -0.769 0.161
C -0.405 0.082 -1.350
C -0.701 1.435 -1.581
C -0.173 2.088 -2.677
C 0.690 1.430 -3.552
C 1.015 0.106 -3.320
C 0.465 -0.566 -2.228
C -1.188 -2.530 -0.278
C -2.399 -3.049 -0.659
C -2.549 -4.430 -0.889
C -1.485 -5.268 -0.708
C -0.222 -4.764 -0.317
C 0.881 -5.637 -0.129
C 2.101 -5.149 0.226
C 2.276 -3.750 0.383
C 1.245 -2.844 0.243
C -0.045 -3.376 -0.103
H -6.323 1.027 1.059
H -5.424 1.056 -1.242
H -3.129 0.312 -1.684
H -2.594 -0.489 2.496
H -4.905 0.244 2.928
H -1.365 1.967 -0.910
H -0.437 3.122 -2.863
H 1.100 1.950 -4.406
H 1.680 -0.423 -3.990
H 0.673 -1.625 -2.091
H -3.263 -2.407 -0.770
H -3.512 -4.820 -1.191
H -1.593 -6.334 -0.863
H 0.734 -6.700 -0.276
H 2.939 -5.819 0.366
H 3.287 -3.412 0.622